Density functional theory data (ωB97M-V with the def2-TZVPD basis set) for C44H50N8O3RbS4 as an isolated structure at a distorted geometry.

The charge is -1. For the maximum force, the calculation gives 1.22 eV Å⁻¹. The calculation puts the total energy at -3987.3299 Eh. The relative energy (zero: lowest compared OMol25 entry of this formula, charge and spin) is 21.4 kcal per mole. The HOMO energy is -3.14 eV. As for the lowest unoccupied orbital energy: 1.6 eV.

Each line ends with the Löwdin charge.
Atoms and positions in Å:
Rb  0.016  -1.185  -0.113  0.672
S  -1.209  2.102  -2.324  1.005
S  4.032  -1.383  -1.389  0.490
S  -1.235  -3.033  -3.248  0.985
S  2.340  -3.738  -0.511  0.399
O  -1.331  -2.106  -2.067  -0.722
O  0.422  3.134  -0.330  -0.022
O  -0.714  0.797  -1.781  -0.653
N  1.985  -1.339  2.577  0.123
N  2.664  2.983  -0.664  -0.117
N  -2.919  -1.481  0.739  0.094
N  -0.797  0.714  2.634  0.141
N  1.807  4.498  0.885  -0.130
N  6.250  -3.090  -3.834  0.109
N  -1.116  -2.129  2.898  -0.157
N  3.893  -6.426  -2.591  0.107
C  -1.914  -2.086  -4.647  -0.308
C  -5.005  -1.868  -0.372  -0.056
C  -1.281  0.191  3.761  -0.269
C  -1.908  -1.186  3.663  -0.131
C  -5.134  -3.089  0.272  -0.065
C  2.219  0.122  4.447  -0.043
C  2.038  -4.478  -4.991  -0.073
C  -2.427  1.665  -3.630  -0.296
C  1.685  -1.002  3.827  -0.290
C  4.101  -5.307  -2.387  -0.316
C  -4.119  3.653  0.824  -0.083
C  5.448  -3.448  -3.081  -0.331
C  0.776  -1.953  4.569  -0.114
C  -4.143  -3.485  1.149  -0.019
C  4.413  -3.925  -2.226  -0.448
C  -2.682  0.160  -3.697  -0.243
C  -3.883  -1.106  -0.100  -0.127
C  2.853  -0.587  1.898  -0.138
C  -2.429  2.086  0.127  -0.094
C  -4.026  4.302  -0.403  -0.088
C  3.433  0.553  2.438  -0.063
C  0.768  -4.319  -4.458  -0.099
C  -3.317  2.554  1.088  -0.061
C  -3.145  3.839  -1.367  -0.093
C  -1.924  -3.146  2.252  -0.152
C  -1.650  -0.582  -4.547  -0.228
C  2.958  -3.446  -4.890  -0.078
C  1.568  3.522  -0.080  -0.487
C  2.625  -2.268  -4.234  -0.096
C  -2.367  2.720  -1.099  -0.370
C  -0.205  2.695  3.839  -0.063
C  -3.038  -2.659  1.349  -0.267
C  -0.266  1.936  2.678  -0.111
C  -0.728  2.159  5.002  -0.067
C  3.968  3.618  -0.718  -0.050
C  -1.273  0.887  4.964  -0.040
C  1.368  -2.106  -3.670  -0.086
C  3.104  0.915  3.734  -0.082
C  0.440  -3.126  -3.826  -0.411
C  2.885  4.309  1.845  -0.062
C  -0.099  -2.826  3.686  -0.192
C  0.641  5.188  1.392  -0.055
C  3.638  -3.070  -1.415  -1.234
C  2.498  1.803  -1.481  -0.041
H  -1.680  0.427  5.856  0.111
H  3.192  1.015  -1.197  0.006
H  2.664  2.042  -2.537  0.105
H  -2.689  -0.267  -2.695  0.076
H  -1.252  -3.766  1.647  0.143
H  -2.008  2.042  -4.564  0.085
H  4.141  1.116  1.844  0.097
H  1.493  1.449  -1.352  0.044
H  -2.858  -1.042  3.148  0.119
H  3.535  1.799  4.191  0.102
H  -2.144  -1.562  4.673  0.129
H  -0.651  -0.408  -4.146  0.093
H  -2.987  -2.294  -4.675  0.084
H  1.410  -2.642  5.137  0.127
H  2.325  -5.423  -5.434  0.104
H  -5.751  -1.512  -1.069  0.102
H  -1.772  1.261  0.360  0.072
H  0.206  4.678  2.260  0.053
H  0.049  -5.128  -4.495  0.101
H  3.112  -0.930  0.895  0.006
H  0.543  -3.366  2.988  0.124
H  -3.060  4.354  -2.317  0.111
H  -0.119  5.238  0.618  0.091
H  4.670  3.206  0.012  0.086
H  -4.808  4.016  1.575  0.099
H  -4.635  5.174  -0.606  0.100
H  -3.338  2.223  -3.413  0.075
H  -5.995  -3.722  0.095  0.105
H  2.501  4.501  2.849  0.083
H  -2.377  -3.832  2.992  0.125
H  1.140  -1.206  -3.109  0.097
H  -1.662  -0.165  -5.559  0.117
H  -4.208  -4.430  1.672  0.113
H  0.189  -1.406  5.313  0.099
H  -0.704  2.719  5.929  0.105
H  0.241  3.681  3.822  0.079
H  -3.359  2.059  2.050  0.106
H  -1.453  -2.533  -5.527  0.090
H  3.734  4.977  1.676  0.082
H  3.246  3.281  1.821  0.065
H  -3.744  -0.146  -0.585  0.097
H  3.875  4.692  -0.564  0.086
H  -0.590  -3.570  4.341  0.121
H  3.967  -3.575  -5.262  0.098
H  0.105  2.338  1.738  0.096
H  4.390  3.444  -1.708  0.093
H  3.377  -1.507  -4.083  0.079
H  -3.677  0.008  -4.130  0.117
H  1.942  0.367  5.465  0.109
H  0.921  6.200  1.692  0.090

Density functional theory data (ωB97M-V with the def2-TZVPD basis set) for C44H51GeN6ORhSSi2 as an isolated structure at a distorted geometry.

The charge is +1. For the maximum force, the calculation gives 2.83 eV Å⁻¹. The calculation puts the total energy at -5275.6442 Eh. The relative energy (zero: lowest compared OMol25 entry of this formula, charge and spin) is 37.0 kcal per mole. The HOMO energy (spin up / spin down) is -10.31 / -10.32 eV. As for the multiplicity: 2. As for the lowest unoccupied orbital energy (spin up / spin down): -3.0 / -3.0 eV. Its expectation value of S² is 0.759.

Each line ends with the Löwdin charge.
Atoms and positions in Å:
Rh  -0.086  -0.019  0.111  0.995
Ge  0.485  -2.609  0.172  1.054
S  -4.217  1.675  -0.958  1.139
Si  -3.071  -2.100  -0.028  0.339
Si  0.247  3.380  -1.123  0.445
O  -1.477  -1.644  -0.122  -0.534
N  -2.145  0.539  -2.214  0.145
N  -0.154  -0.373  2.318  0.037
N  -1.917  1.062  0.070  -0.013
N  2.145  0.238  -0.757  0.110
N  0.607  1.839  -0.304  -0.147
N  -1.075  -0.980  4.237  0.168
C  -2.618  1.000  -1.037  -0.718
C  1.929  1.500  -0.302  -0.487
C  3.417  -0.177  -0.937  -0.321
C  0.580  -3.178  -1.702  -0.277
C  1.150  4.820  -0.310  -0.174
C  -2.957  2.849  3.161  -0.055
C  0.887  3.171  -2.870  -0.160
C  3.652  -1.473  -1.643  -0.012
C  1.830  1.884  4.513  -0.060
C  1.619  -4.017  -2.109  -0.123
C  -0.269  -4.117  1.174  -0.304
C  2.803  -1.476  1.808  -0.125
C  -0.386  -2.830  -2.640  -0.108
C  0.715  -4.133  -4.333  -0.071
C  4.046  -3.947  1.892  -0.063
C  0.447  0.351  3.351  -0.251
C  -1.044  -1.139  2.900  -0.181
C  -2.614  1.758  1.065  -0.327
C  -4.018  -1.100  1.266  -0.141
C  -3.960  -1.925  -1.684  -0.154
C  4.493  0.621  -0.597  -0.031
C  -4.265  3.169  2.801  -0.068
C  4.637  -2.859  2.518  -0.069
C  0.259  0.531  5.780  -0.002
C  -1.532  3.928  -1.192  -0.163
C  1.249  1.490  5.729  -0.070
C  2.834  -3.797  1.236  -0.119
C  -1.039  -6.412  1.156  -0.071
C  -3.907  2.135  0.692  -0.481
C  -0.128  -0.027  4.566  -0.181
C  4.004  -1.626  2.488  -0.061
C  -2.123  2.155  2.302  -0.010
C  -0.196  -4.185  2.566  -0.124
C  -4.748  2.826  1.550  -0.068
C  -1.017  -6.442  2.540  -0.071
C  2.206  -2.548  1.164  -0.292
C  -0.675  -5.253  0.480  -0.134
C  2.983  2.302  0.173  -0.053
C  -0.322  -3.301  -3.944  -0.068
C  -0.587  -5.326  3.248  -0.071
C  1.441  1.327  3.313  -0.021
C  1.684  -4.495  -3.408  -0.065
C  4.271  1.851  0.009  -0.035
C  -3.373  -3.878  0.463  -0.157
H  1.878  1.644  2.376  0.087
H  -3.336  -2.183  -2.540  0.022
H  -0.698  -5.247  -0.604  0.105
H  -2.968  -4.138  1.443  0.034
H  2.770  3.240  0.653  0.086
H  -1.308  -7.341  3.069  0.108
H  0.460  2.283  -3.341  0.026
H  4.718  -1.682  -1.712  0.090
H  5.107  2.458  0.334  0.118
H  -2.576  3.161  4.125  0.111
H  -2.988  -4.595  -0.258  0.033
H  2.601  2.643  4.523  0.109
H  -0.525  -5.361  4.328  0.106
H  0.769  -4.502  -5.349  0.109
H  2.494  -5.152  -3.698  0.111
H  0.668  5.746  -0.631  0.035
H  1.584  1.953  6.647  0.110
H  -1.683  -1.833  2.381  0.102
H  -1.495  4.970  -1.519  0.046
H  -1.345  -7.287  0.597  0.112
H  -4.659  -0.340  0.816  0.013
H  -0.193  0.235  6.717  0.117
H  4.517  -4.921  1.932  0.110
H  -4.797  -2.627  -1.682  0.045
H  5.580  -2.976  3.036  0.108
H  -2.809  0.278  -2.927  0.107
H  3.177  -2.297  -1.119  0.031
H  0.630  4.036  -3.486  0.038
H  -4.459  -4.005  0.507  0.047
H  2.197  4.883  -0.603  0.029
H  1.095  4.789  0.780  0.036
H  -4.671  -1.780  1.819  0.046
H  1.975  3.065  -2.885  0.034
H  2.385  -4.329  -1.408  0.093
H  -5.749  3.102  1.245  0.117
H  -4.384  -0.932  -1.848  -0.009
H  -1.098  1.954  2.571  0.092
H  -1.678  -1.482  4.866  0.173
H  -1.303  -0.015  -2.193  0.076
H  2.366  -4.674  0.802  0.101
H  4.448  -0.773  2.987  0.110
H  2.340  -0.501  1.784  0.056
H  -4.898  3.713  3.488  0.110
H  -2.120  3.388  -1.931  0.014
H  -1.200  -2.188  -2.341  0.045
H  -2.046  3.913  -0.231  0.030
H  5.496  0.274  -0.802  0.115
H  0.218  -3.356  3.130  0.094
H  -1.089  -3.022  -4.656  0.107
H  -3.388  -0.586  1.992  0.014
H  3.231  -1.433  -2.649  0.098